Record 1
{"formula": "C16H42AlN9O5P2", "method": "the ωB97M-V functional and the def2-TZVPD basis", "symbols": ["Al", "N", "O", "O", "O", "O", "P", "N", "C", "C", "N", "C", "C", "N", "C", "C", "H", "H", "H", "H", "H", "H", "H", "H", "H", "H", "H", "H", "H", "H", "H", "H", "H", "H", "O", "P", "N", "C", "C", "N", "C", "C", "N", "C", "C", "H", "H", "H", "H", "H", "H", "H", "H", "H", "H", "H", "H", "H", "H", "H", "H", "H", "H", "C", "C", "N", "H", "H", "H", "C", "C", "N", "H", "H", "H"], "xyz": [[2.13231, -0.84347, 0.10397], [-0.36903, -1.41533, 0.66577], [0.08450, -0.31759, 0.41116], [-1.45302, -1.70773, 1.05308], [0.36497, -2.33504, 0.40377], [0.88551, -1.14892, -1.06688], [0.21104, -0.71301, -2.39890], [0.08841, 1.02698, -2.49260], [-0.42191, 1.78941, -1.33970], [-0.08827, 1.70344, -3.78644], [-1.44772, -1.19884, -2.65956], [-2.13640, -1.67147, -1.51971], [-2.06177, -1.22415, -3.98795], [1.08550, -1.04506, -3.81208], [0.92265, -2.36883, -4.43022], [2.46544, -0.59803, -4.01848], [0.13875, 1.65035, -0.41534], [-1.40632, 1.47208, -0.99571], [-0.60009, 2.85076, -1.51253], [-1.16816, 1.78016, -3.91319], [0.35904, 1.19320, -4.63947], [0.38044, 2.68603, -3.84060], [-1.61762, -2.50188, -1.04077], [-2.28650, -0.92623, -0.73856], [-3.11747, -2.02284, -1.83929], [-1.61090, -0.47579, -4.63969], [-2.10465, -2.22745, -4.41180], [-3.09005, -0.89748, -3.83293], [0.16858, -2.39661, -5.21680], [1.84482, -2.79176, -4.82875], [0.53273, -3.08082, -3.70281], [2.77685, -0.69627, -5.05841], [3.25536, -1.14632, -3.50514], [2.44081, 0.45683, -3.74505], [1.92250, 0.35428, 1.23202], [1.39032, 1.42843, 2.12871], [2.21755, 2.95223, 1.98740], [3.38389, 3.27238, 1.11061], [1.54466, 4.14941, 2.27682], [1.55466, 1.14790, 3.81404], [2.31847, 0.02269, 4.31578], [0.90832, 2.05609, 4.82600], [-0.25785, 1.75715, 1.84504], [-1.31920, 0.92125, 2.32255], [-0.60322, 2.35935, 0.62480], [3.88475, 4.15082, 1.51754], [3.18894, 3.47561, 0.05761], [4.06481, 2.42679, 1.20769], [2.25755, 4.95273, 2.46279], [0.94261, 3.96872, 3.16732], [0.97937, 4.57281, 1.44660], [2.61776, 0.20694, 5.34756], [1.75130, -0.90810, 4.30832], [3.17109, -0.18615, 3.66962], [-0.12529, 2.23106, 4.52746], [1.07343, 1.58357, 5.79428], [1.43933, 3.00696, 4.87055], [-2.27289, 1.44390, 2.24904], [-1.43820, 0.17161, 1.54026], [-1.10793, 0.44107, 3.27801], [-1.18300, 3.27833, 0.71089], [-1.22756, 1.72511, -0.00452], [0.31938, 2.51784, 0.06642], [-1.89808, -4.11222, -0.10068], [-1.39618, -5.23734, -0.87837], [-1.01004, -6.06768, -1.55467], [-2.78828, -3.69017, -0.56705], [-1.06175, -3.42059, -0.20221], [-1.97016, -4.33456, 0.96396], [-2.36396, -2.54193, 2.76791], [-3.52738, -1.64566, 2.68042], [-4.46810, -0.92376, 2.59575], [-2.41658, -3.25781, 1.94764], [-2.27655, -3.01165, 3.74761], [-1.37645, -2.09582, 2.64995]], "atomic_forces_ev_per_a": [[-4.3, -1.4, -0.7], [-2.1, -0.3, 0.8], [-3.8, 3.4, 3.6], [-0.9, 2.4, -2.5], [5.0, -5.4, 3.0], [4.4, 0.1, -9.6], [-1.7, 3.4, -5.0], [1.7, -0.9, 0.1], [0.9, -4.2, -6.6], [-0.5, -0.4, -0.3], [4.3, 0.6, 0.3], [-0.8, -0.4, 0.5], [-0.3, 0.3, 0.3], [0.0, -1.1, 0.7], [-1.3, -1.2, 0.3], [-0.4, 1.4, 0.3], [1.1, -3.5, -5.3], [-0.6, -1.4, -3.4], [0.7, 0.0, -0.5], [0.0, 0.4, -0.6], [-0.2, -0.4, 0.2], [-0.1, 0.1, 0.6], [-0.5, 1.2, -1.2], [-0.3, 0.4, -0.3], [0.0, -0.1, 0.1], [0.1, -0.4, -0.1], [0.3, 0.1, -0.2], [-0.1, 0.0, 0.0], [0.2, 0.4, -0.2], [0.0, 0.4, 0.2], [0.2, -0.3, 0.1], [-0.6, 0.2, -0.2], [-0.2, -0.2, 0.7], [0.7, 0.1, 0.0], [5.0, -0.3, 0.4], [-2.3, 6.2, 5.4], [1.0, -2.5, -2.5], [0.2, -1.5, 0.6], [-1.5, 1.5, 1.0], [-0.8, -0.3, -2.4], [-0.1, -0.8, -0.3], [0.8, -0.2, -1.0], [2.8, 0.1, 2.2], [-0.8, -1.0, -0.5], [-0.9, 4.3, 5.5], [-0.1, -0.2, 0.1], [-0.4, -0.1, -0.1], [0.3, 0.1, -0.3], [0.2, -0.3, 0.5], [-0.3, 0.7, -0.3], [-0.6, -0.3, -0.1], [0.3, 0.0, -0.3], [-0.3, -0.1, 0.2], [0.4, 0.3, 0.3], [0.0, -0.1, 0.6], [-0.6, 0.0, -0.1], [0.0, 0.0, -0.1], [0.1, 0.4, 0.8], [-0.5, 0.3, 1.0], [-0.2, 0.3, 0.1], [0.1, 0.5, 0.7], [-0.5, 0.9, 4.6], [-0.2, 3.6, 3.5], [1.0, -1.2, -0.1], [-1.0, 0.3, 0.6], [0.6, -0.8, -0.7], [-0.1, -0.5, 0.7], [-0.4, -0.8, 0.6], [-0.2, -0.6, -0.6], [-0.5, -1.1, 2.4], [-2.7, 2.6, -0.1], [3.7, -2.7, 0.2], [-0.4, 0.1, 1.1], [-0.8, -0.4, 0.0], [-0.9, 0.1, 1.3]], "lowdin_charge": [0.862, -0.511, -0.116, -0.087, 0.045, -0.251, 0.893, -0.236, -0.165, -0.095, -0.251, -0.115, -0.060, -0.295, -0.085, -0.097, 0.001, 0.102, 0.153, 0.092, 0.077, 0.096, 0.015, 0.100, 0.126, 0.081, 0.097, 0.104, 0.086, 0.099, 0.083, 0.106, 0.085, 0.076, -0.156, 0.821, -0.274, -0.065, -0.139, -0.281, -0.094, -0.038, -0.230, -0.061, -0.235, 0.095, 0.087, 0.077, 0.103, 0.072, 0.094, 0.100, 0.083, 0.075, 0.081, 0.097, 0.080, 0.122, 0.060, 0.105, 0.151, 0.039, 0.081, -0.079, -0.240, 0.153, 0.102, 0.034, 0.088, -0.084, -0.216, 0.150, 0.045, 0.105, 0.076], "charge": 2, "total_energy_ev": -66063.9600, "spin_multiplicity": 1, "mol_weight_g_mol": 529.5, "e_homo_ev": -14.39, "gap_ev": 3.779}


Record 2
{"formula": "C16H42Ba2O14", "method": "the ωB97M-V functional and the def2-TZVPD basis", "symbols": ["Ba", "Ba", "C", "C", "C", "O", "C", "C", "C", "O", "O", "O", "H", "H", "C", "O", "H", "H", "H", "H", "C", "O", "H", "H", "H", "H", "C", "O", "H", "H", "H", "H", "C", "O", "H", "H", "H", "H", "C", "O", "H", "H", "H", "H", "C", "O", "H", "H", "H", "H", "C", "O", "H", "H", "H", "H", "C", "O", "H", "H", "H", "H", "C", "O", "H", "H", "H", "H", "C", "O", "H", "H", "H", "H"], "xyz": [[-0.10178, 2.65676, 5.98185], [-0.45996, -5.65011, -7.75007], [1.20641, -1.50226, -0.84817], [0.59759, -0.75063, 0.18214], [-1.02772, -0.70427, 0.21990], [-1.54676, -0.12548, 1.22066], [-1.75462, -1.36901, -0.83883], [-1.06567, -2.04568, -1.81548], [0.45493, -2.08826, -1.83192], [1.13658, -2.81061, -2.70615], [-1.83389, -2.43490, -2.78491], [1.19397, -0.18884, 1.08539], [2.28572, -1.53768, -0.86280], [-2.83132, -1.32876, -0.91295], [-2.78255, 6.33112, 1.52270], [-2.04933, 6.49015, 2.69497], [-2.87604, 5.27793, 1.25783], [-3.73912, 6.85230, 1.56061], [-2.23823, 6.77395, 0.68862], [-1.60158, 7.33689, 2.63069], [7.46399, -0.48749, -4.86204], [6.30181, -0.57174, -5.72468], [7.12539, -0.47835, -3.82601], [8.03994, -1.38985, -5.06728], [8.11605, 0.36217, -5.06449], [5.65438, -1.13673, -5.29664], [3.92554, 4.52810, -1.86247], [4.77712, 5.11527, -0.90250], [2.86007, 4.67426, -1.68497], [4.10459, 5.03271, -2.81190], [4.19737, 3.48076, -1.99389], [5.61477, 5.32996, -1.31947], [-7.73914, 0.00845, 2.60628], [-7.29963, 1.34622, 2.40646], [-8.82144, -0.07908, 2.51105], [-7.21863, -0.75499, 2.02808], [-7.53748, -0.35598, 3.61358], [-6.36422, 1.31792, 2.62045], [-3.34522, -2.48273, 7.61946], [-2.06215, -1.92709, 7.96083], [-3.90597, -2.58896, 8.54809], [-3.71205, -1.82988, 6.82742], [-3.15391, -3.48271, 7.23017], [-1.62889, -2.60079, 8.48998], [4.58803, 6.54750, 5.29679], [3.79751, 5.74931, 4.40995], [3.98921, 6.77906, 6.17764], [5.45697, 5.99651, 5.65658], [4.79560, 7.54362, 4.90596], [4.29269, 5.51914, 3.62039], [-6.49461, -5.55738, -8.68820], [-5.30318, -5.24072, -9.35288], [-6.79138, -6.54356, -9.04526], [-6.29029, -5.57979, -7.61776], [-7.26051, -4.84966, -9.00539], [-5.52976, -4.87129, -10.20950], [2.68126, -6.34393, 2.39386], [3.43350, -6.81722, 1.28014], [1.62639, -6.35451, 2.11956], [2.82166, -7.10133, 3.16505], [3.05265, -5.42408, 2.84557], [3.22711, -6.17559, 0.59654], [-5.94170, 2.14882, -4.83748], [-6.41059, 0.81002, -4.68674], [-5.53784, 2.37802, -3.85135], [-5.15031, 2.22062, -5.58357], [-6.72346, 2.89082, -4.99992], [-5.71133, 0.19800, -4.44575], [7.41366, -1.61880, 3.26140], [7.00035, -0.33978, 2.76382], [6.58049, -2.04350, 3.82135], [7.78693, -2.29301, 2.49056], [8.19427, -1.61831, 4.02215], [6.04775, -0.22105, 2.75690]], "atomic_forces_ev_per_a": [[0.0, -0.1, -0.5], [-0.1, 0.2, 0.3], [-0.2, 1.3, 1.0], [-1.8, 0.1, 0.6], [-0.1, 0.9, 2.0], [0.9, -1.1, -2.2], [1.0, 1.3, 2.5], [-2.3, -0.5, -3.8], [2.4, -3.8, -3.4], [-2.9, 2.0, 1.8], [2.8, -0.1, 1.4], [0.2, 0.3, 0.2], [0.0, -0.2, -0.2], [0.0, 0.0, 0.2], [-0.1, 0.3, -1.5], [0.7, -0.1, 1.1], [-0.3, 0.0, 0.4], [-0.3, -0.3, 0.1], [0.0, 0.0, -0.2], [0.0, 0.0, 0.2], [-0.7, -1.1, -0.3], [0.5, 0.8, 0.0], [0.3, 0.1, 0.1], [0.3, 0.0, 0.4], [-0.6, 0.2, -0.3], [0.1, 0.0, 0.1], [0.7, 0.2, -1.2], [-0.3, 0.3, 0.9], [0.2, -0.1, 0.7], [-0.1, -0.1, -0.3], [-0.4, -0.2, 0.0], [-0.1, -0.1, 0.0], [-0.1, -0.7, 0.8], [0.0, -0.6, 0.0], [0.2, 0.3, -0.5], [-0.1, 0.3, -0.8], [0.0, 0.4, 0.5], [0.1, 0.3, -0.1], [1.3, -0.3, 0.1], [0.2, 0.2, 0.0], [-0.7, 0.4, -0.4], [-0.6, -0.2, 0.4], [-0.4, 0.0, -0.3], [0.2, 0.1, 0.1], [-0.5, 0.0, 0.3], [-0.3, 0.0, 0.4], [-0.3, -0.4, 0.0], [0.2, 0.3, -0.3], [0.5, -0.2, -0.4], [0.2, 0.2, 0.0], [-0.5, -0.5, -0.5], [1.5, 0.6, -0.4], [-0.4, -0.2, 0.4], [-0.3, 0.2, -0.1], [-0.2, 0.0, 0.7], [0.1, 0.0, 0.0], [0.2, -1.4, 0.4], [-0.1, 0.8, 0.1], [-0.1, 0.5, 0.3], [-0.2, 0.0, 0.1], [-0.2, 0.4, -0.4], [0.3, -0.1, -0.4], [0.9, -0.6, 1.4], [-1.1, 0.0, -0.8], [0.4, 0.7, -0.1], [-0.1, 0.2, -0.2], [-0.3, -0.6, -0.4], [0.2, 0.4, 0.0], [-0.9, -0.1, 0.6], [1.1, 0.1, 0.1], [-0.1, -0.5, -0.3], [-0.4, 0.1, -0.3], [0.3, 1.0, -0.1], [0.1, -0.5, 0.1]], "lowdin_charge": [1.609, 1.429, 0.040, -0.358, -0.285, -0.025, 0.056, -0.340, -0.318, -0.067, -0.032, 0.026, 0.125, 0.123, -0.182, -0.135, 0.080, 0.082, 0.080, 0.078, -0.138, -0.144, 0.074, 0.070, 0.077, 0.061, -0.172, -0.129, 0.077, 0.075, 0.075, 0.075, -0.174, -0.112, 0.083, 0.074, 0.065, 0.065, -0.134, -0.169, 0.083, 0.079, 0.079, 0.068, -0.152, -0.150, 0.069, 0.081, 0.082, 0.075, -0.163, -0.158, 0.078, 0.082, 0.087, 0.076, -0.168, -0.123, 0.077, 0.076, 0.072, 0.066, -0.157, -0.135, 0.070, 0.072, 0.080, 0.069, -0.156, -0.126, 0.070, 0.075, 0.072, 0.065], "relative_energy_ev": 16.695, "charge": 2, "total_energy_ev": -47295.9459, "spin_multiplicity": 1, "mol_weight_g_mol": 733.2, "e_homo_ev": -8.83, "gap_ev": 1.384}


Record 3
{"formula": "C16H42NO9", "method": "the ωB97M-V functional and the def2-TZVPD basis", "symbols": ["C", "O", "C", "N", "O", "C", "C", "O", "H", "H", "H", "H", "H", "H", "H", "H", "H", "H", "H", "H", "C", "O", "C", "C", "O", "C", "H", "H", "H", "H", "H", "H", "H", "H", "H", "H", "C", "O", "C", "C", "O", "C", "H", "H", "H", "H", "H", "H", "H", "H", "H", "H", "C", "O", "C", "C", "O", "C", "H", "H", "H", "H", "H", "H", "H", "H", "H", "H"], "xyz": [[3.03138, 0.92113, -1.38515], [2.77494, 1.74918, -2.52494], [3.51762, 2.86987, -2.65662], [3.20041, 3.90164, -1.52992], [2.79417, 5.09082, -2.17337], [4.30577, 4.19766, -0.55305], [3.71087, 4.30103, 0.83983], [2.89852, 3.18796, 1.14412], [2.61907, -0.06090, -1.59674], [4.10483, 0.81439, -1.20036], [2.51868, 1.30658, -0.50110], [3.22864, 3.38810, -3.56651], [4.59863, 2.70321, -2.62332], [2.40414, 3.52558, -0.99561], [2.03448, 5.44535, -1.68298], [4.74339, 5.14696, -0.85796], [5.05723, 3.41535, -0.65171], [4.51126, 4.46539, 1.56495], [3.04539, 5.16611, 0.88904], [3.42344, 2.37856, 1.19582], [1.73785, -0.92980, 1.23820], [2.89024, -1.35004, 0.52370], [3.70232, -2.26628, 1.25048], [3.43421, -3.69629, 0.83149], [2.11577, -4.09148, 1.15265], [1.22867, -4.10629, 0.04851], [1.07972, -0.42692, 0.52877], [1.20273, -1.77849, 1.66684], [2.00423, -0.23860, 2.04739], [3.52149, -2.15724, 2.32456], [4.74954, -2.02111, 1.05316], [4.12728, -4.35440, 1.36325], [3.61907, -3.80802, -0.24259], [1.47796, -4.91615, -0.64483], [1.23866, -3.15720, -0.49592], [0.23052, -4.28095, 0.44604], [-3.52286, 0.28252, -1.57300], [-2.83001, 0.68375, -2.74456], [-1.51228, 1.11932, -2.50718], [-0.48642, 0.04688, -2.81263], [-0.57684, -1.04952, -1.91856], [-1.25461, -2.17562, -2.45350], [-4.46181, -0.16564, -1.88860], [-2.95264, -0.45106, -0.99875], [-3.74292, 1.13990, -0.92897], [-1.39696, 1.44300, -1.46406], [-1.32234, 1.98193, -3.15586], [0.51583, 0.46887, -2.68941], [-0.59259, -0.28454, -3.85065], [-0.65749, -2.65626, -3.23519], [-2.22628, -1.89904, -2.86778], [-1.40001, -2.87899, -1.63561], [-5.74691, -2.57065, 3.52717], [-4.78659, -1.63243, 3.97724], [-3.66225, -1.50910, 3.13093], [-3.74053, -0.26921, 2.26456], [-4.80634, -0.33331, 1.33562], [-5.94965, 0.40990, 1.71924], [-6.62085, -2.46442, 4.16659], [-6.03417, -2.38789, 2.48849], [-5.36723, -3.59406, 3.61532], [-3.55904, -2.39528, 2.49435], [-2.77115, -1.44109, 3.76320], [-2.80769, -0.17512, 1.69688], [-3.84115, 0.61625, 2.90219], [-5.75872, 1.48681, 1.65278], [-6.26289, 0.16871, 2.73743], [-6.74772, 0.15065, 1.02621]], "atomic_forces_ev_per_a": [[0.1, -0.4, 0.0], [-0.3, 0.2, 0.0], [0.2, 0.0, -0.1], [0.0, 0.2, -0.1], [-0.2, 0.0, 0.1], [0.0, 0.1, -0.1], [0.0, 0.1, 0.1], [-0.1, -0.1, -0.3], [0.0, 0.0, 0.0], [0.0, 0.1, 0.0], [0.1, 0.0, -0.1], [0.0, 0.0, 0.0], [0.0, 0.0, 0.1], [0.1, -0.2, 0.0], [0.1, 0.0, 0.0], [0.1, -0.1, -0.1], [-0.1, -0.1, 0.1], [0.0, -0.1, 0.0], [0.1, 0.0, 0.1], [0.1, 0.1, 0.2], [-0.1, -0.1, -0.1], [0.0, 0.2, 0.0], [0.0, -0.1, 0.0], [0.0, 0.0, 0.0], [0.0, 0.1, 0.0], [0.0, 0.0, 0.0], [0.0, 0.0, 0.0], [0.0, 0.0, 0.0], [0.0, 0.0, 0.0], [0.0, 0.0, 0.0], [0.0, 0.0, 0.0], [0.0, 0.0, 0.0], [0.0, 0.0, 0.0], [0.0, 0.0, 0.0], [0.0, 0.0, 0.0], [0.0, 0.0, 0.0], [0.0, 0.0, 0.1], [0.0, 0.0, 0.0], [0.0, 0.0, 0.0], [0.1, -0.1, 0.1], [0.0, 0.0, 0.0], [0.0, 0.0, 0.0], [0.0, 0.0, 0.0], [0.0, 0.0, 0.0], [0.0, 0.0, 0.0], [0.0, 0.0, 0.0], [0.0, 0.0, 0.0], [0.0, 0.1, -0.1], [0.0, 0.0, 0.0], [0.0, 0.0, 0.0], [0.0, 0.0, 0.0], [0.0, 0.0, 0.0], [0.0, 0.0, 0.0], [0.0, 0.0, 0.0], [0.0, 0.0, 0.0], [0.0, 0.0, 0.0], [0.0, 0.0, 0.0], [0.0, 0.0, 0.0], [0.0, 0.0, 0.0], [0.0, 0.0, 0.0], [0.0, 0.0, 0.0], [0.0, 0.0, 0.0], [0.0, 0.0, 0.0], [0.0, 0.0, 0.0], [0.0, 0.0, 0.0], [0.0, 0.0, 0.0], [0.0, 0.0, 0.0], [0.0, 0.0, 0.0]], "lowdin_charge": [-0.049, -0.116, -0.121, -0.075, 0.067, -0.064, -0.211, -0.048, 0.096, 0.110, 0.074, 0.155, 0.149, 0.177, 0.149, 0.149, 0.135, 0.140, 0.136, 0.100, -0.101, -0.222, -0.189, -0.203, -0.184, -0.104, 0.078, 0.091, 0.090, 0.129, 0.125, 0.130, 0.128, 0.094, 0.075, 0.092, -0.103, -0.177, -0.216, -0.199, -0.208, -0.097, 0.097, 0.075, 0.089, 0.123, 0.125, 0.098, 0.133, 0.093, 0.088, 0.087, -0.105, -0.186, -0.211, -0.210, -0.208, -0.100, 0.092, 0.084, 0.090, 0.126, 0.125, 0.116, 0.128, 0.089, 0.086, 0.092], "relative_energy_ev": 0.000, "charge": 1, "total_energy_ev": -37177.9069, "spin_multiplicity": 1, "mol_weight_g_mol": 392.5, "e_homo_ev": -10.80, "gap_ev": 7.664}